# 1
{
  "formula": "C43H35N4O2S6Tc",
  "method": "ωB97M-V/def2-TZVPD",
  "gap_ev": [6.615, 4.808],
  "e_homo_ev": [-9.90, -9.85],
  "multiplicity": 4,
  "relative_energy_ev": 2.242,
  "total_charge": 1,
  "fmax_ev_per_a": 0.66,
  "species": ["Tc", "C", "C", "N", "N", "C", "N", "S", "C", "C", "C", "C", "C", "N", "H", "H", "H", "H", "H", "H", "H", "H", "H", "C", "C", "C", "C", "C", "C", "C", "S", "O", "C", "C", "C", "C", "C", "C", "C", "C", "C", "C", "C", "C", "C", "C", "C", "C", "C", "C", "C", "C", "S", "O", "C", "C", "C", "C", "C", "C", "C", "H", "H", "H", "H", "H", "H", "H", "H", "H", "H", "H", "H", "H", "H", "H", "H", "H", "H", "H", "H", "H", "H", "H", "H", "H", "H", "S", "C", "S", "S"],
  "xyz": [[-0.06, -1.16, 0.01], [4.26, -0.89, 0.45], [2.84, -1.14, 0.06], [1.81, -0.72, 0.72], [2.00, -0.04, 1.90], [0.93, 0.41, 2.42], [0.87, 1.02, 3.61], [-1.61, 1.20, 2.15], [2.48, -1.95, -1.10], [3.41, -2.51, -1.97], [2.97, -3.31, -3.01], [1.61, -3.54, -3.16], [0.73, -2.95, -2.28], [1.15, -2.17, -1.28], [4.31, -0.51, 1.47], [4.70, -0.13, -0.21], [4.85, -1.79, 0.37], [1.68, 0.93, 4.20], [-0.02, 1.27, 4.01], [4.46, -2.32, -1.82], [3.68, -3.75, -3.69], [1.23, -4.17, -3.95], [-0.34, -3.10, -2.34], [5.60, 6.10, 2.09], [4.36, 5.37, 1.66], [3.52, 4.78, 2.60], [2.37, 4.10, 2.21], [2.07, 3.99, 0.86], [2.90, 4.57, -0.09], [4.03, 5.26, 0.31], [0.63, 3.09, 0.34], [-0.29, 0.32, 1.72], [-0.33, 4.51, -0.20], [-0.73, 5.33, 0.88], [-1.09, 6.63, 0.68], [-0.84, 7.22, -0.58], [-0.87, 8.63, -0.73], [-0.38, 9.22, -1.86], [0.19, 8.41, -2.86], [0.16, 7.05, -2.78], [-0.42, 6.40, -1.66], [-0.44, 4.95, -1.51], [-0.44, 4.07, -2.72], [-0.79, 4.59, -4.03], [-1.71, 5.65, -4.21], [-2.04, 6.10, -5.46], [-1.45, 5.54, -6.61], [-0.61, 4.47, -6.47], [-0.32, 3.93, -5.20], [0.32, 2.67, -5.08], [0.26, 2.03, -3.89], [-0.17, 2.71, -2.73], [-0.82, 1.65, -1.46], [0.09, 0.43, -1.46], [-2.28, 1.12, -2.31], [-2.27, 0.07, -3.21], [-3.46, -0.31, -3.81], [-4.65, 0.36, -3.53], [-5.94, -0.08, -4.17], [-4.63, 1.41, -2.63], [-3.46, 1.80, -2.01], [5.51, 6.48, 3.11], [5.83, 6.93, 1.43], [6.47, 5.42, 2.07], [3.75, 4.87, 3.65], [1.71, 3.67, 2.94], [2.65, 4.49, -1.14], [4.67, 5.73, -0.43], [-0.73, 4.91, 1.87], [-1.45, 7.25, 1.50], [-1.25, 9.22, 0.09], [-0.39, 10.30, -1.96], [0.67, 8.88, -3.72], [0.62, 6.47, -3.56], [-2.20, 6.09, -3.35], [-2.78, 6.89, -5.57], [-1.69, 5.93, -7.59], [-0.20, 3.98, -7.34], [0.71, 2.19, -5.96], [0.56, 0.99, -3.79], [-1.35, -0.46, -3.41], [-3.46, -1.14, -4.50], [-5.76, -0.57, -5.13], [-6.61, 0.76, -4.32], [-6.45, -0.80, -3.53], [-5.55, 1.94, -2.40], [-3.45, 2.61, -1.29], [-3.38, -3.54, 1.88], [-2.18, -2.79, 1.11], [-0.45, -2.91, 1.47], [-2.36, -1.63, -0.23]]
}

# 2
{
  "formula": "C43H35N5OS4Tl",
  "method": "ωB97M-V/def2-TZVPD",
  "gap_ev": [5.141, 3.555],
  "e_homo_ev": [-11.86, -11.86],
  "multiplicity": 2,
  "relative_energy_ev": 0.354,
  "total_charge": 2,
  "fmax_ev_per_a": 1.05,
  "species": ["Tl", "S", "C", "N", "C", "C", "N", "C", "C", "C", "C", "C", "C", "C", "C", "S", "C", "C", "C", "C", "C", "C", "C", "H", "H", "H", "H", "H", "H", "H", "H", "H", "H", "H", "H", "H", "H", "H", "H", "H", "H", "S", "C", "C", "C", "C", "C", "C", "N", "C", "C", "C", "C", "C", "C", "C", "C", "N", "C", "C", "C", "C", "C", "S", "C", "H", "H", "H", "H", "H", "H", "H", "H", "H", "H", "H", "H", "O", "N", "C", "C", "C", "C", "C", "H", "H", "H", "H", "H"],
  "xyz": [[-0.46, -1.31, -1.58], [0.34, 1.15, -3.62], [0.69, 2.36, -2.53], [0.01, 3.47, -2.38], [0.54, 4.47, -1.44], [2.06, 4.47, -1.54], [2.57, 3.12, -1.26], [3.84, 2.96, -0.53], [3.63, 2.87, 0.97], [3.49, 4.03, 1.73], [3.27, 3.95, 3.10], [3.17, 2.71, 3.71], [3.33, 1.55, 2.97], [3.57, 1.63, 1.60], [1.87, 2.10, -1.70], [2.23, 0.48, -1.47], [-1.35, 3.63, -2.92], [-2.38, 3.14, -1.93], [-2.93, 1.86, -2.05], [-3.83, 1.40, -1.10], [-4.18, 2.20, -0.03], [-3.64, 3.47, 0.10], [-2.75, 3.94, -0.85], [0.23, 4.23, -0.42], [0.15, 5.45, -1.70], [2.48, 5.17, -0.83], [2.37, 4.77, -2.55], [4.46, 3.83, -0.77], [4.33, 2.06, -0.90], [3.59, 5.00, 1.26], [3.19, 4.86, 3.68], [2.99, 2.65, 4.78], [3.29, 0.59, 3.45], [3.74, 0.73, 1.03], [-1.41, 3.07, -3.85], [-1.51, 4.69, -3.14], [-2.67, 1.24, -2.90], [-4.28, 0.42, -1.22], [-4.89, 1.84, 0.71], [-3.92, 4.11, 0.92], [-2.36, 4.95, -0.77], [-3.05, 3.61, 3.80], [-2.49, 5.21, 3.61], [-1.37, 5.26, 2.85], [-0.95, 3.98, 2.41], [-1.77, 2.97, 2.84], [-1.65, 1.54, 2.57], [-1.07, 1.07, 1.37], [-0.93, -0.20, 1.07], [-1.36, -1.14, 1.94], [-2.01, -0.77, 3.15], [-2.50, -1.77, 4.04], [-2.35, -3.08, 3.75], [-1.69, -3.50, 2.56], [-1.52, -4.85, 2.24], [-0.86, -5.24, 1.09], [-0.37, -4.20, 0.28], [-0.52, -2.92, 0.53], [-1.18, -2.54, 1.65], [-0.71, -6.63, 0.69], [-0.16, -7.13, -0.46], [-0.21, -8.54, -0.55], [-0.80, -9.10, 0.55], [-1.30, -7.93, 1.67], [-2.13, 0.59, 3.44], [-3.02, 6.03, 4.07], [-0.84, 6.18, 2.63], [-0.05, 3.80, 1.84], [-0.73, 1.79, 0.63], [-3.00, -1.45, 4.94], [-2.74, -3.84, 4.42], [-1.92, -5.60, 2.91], [0.19, -4.43, -0.62], [0.28, -6.51, -1.23], [0.17, -9.11, -1.38], [-0.98, -10.14, 0.75], [-2.60, 0.89, 4.37], [0.98, -3.35, -2.34], [1.54, -3.80, -3.44], [0.83, -3.93, -4.58], [1.40, -4.45, -5.72], [2.72, -4.84, -5.72], [3.45, -4.69, -4.54], [2.84, -4.17, -3.42], [-0.20, -3.61, -4.51], [0.79, -4.54, -6.61], [3.18, -5.26, -6.60], [4.49, -4.98, -4.48], [3.35, -4.03, -2.48]]
}

# 3
{
  "formula": "C43H36Cl5HgN8O2S3Te",
  "method": "ωB97M-V/def2-TZVPD",
  "gap_ev": [4.024, 5.627],
  "e_homo_ev": [-0.38, -1.99],
  "multiplicity": 2,
  "relative_energy_ev": 0.401,
  "total_charge": -2,
  "fmax_ev_per_a": 0.89,
  "species": ["Hg", "N", "C", "N", "C", "N", "N", "C", "N", "C", "C", "C", "C", "C", "N", "H", "H", "H", "H", "H", "H", "H", "H", "Cl", "C", "C", "Cl", "C", "Cl", "C", "O", "C", "Cl", "C", "Cl", "S", "C", "C", "C", "C", "C", "C", "S", "H", "H", "H", "H", "Te", "C", "C", "C", "C", "C", "C", "C", "C", "C", "C", "C", "C", "H", "H", "H", "H", "H", "H", "H", "H", "H", "H", "C", "C", "C", "N", "C", "S", "N", "C", "O", "C", "C", "C", "C", "C", "C", "H", "H", "H", "H", "H", "H", "H", "H", "H", "H", "H", "H", "H", "H"],
  "xyz": [[-0.11, 0.10, 0.06], [-3.42, 0.89, 1.17], [-3.34, 1.20, -0.16], [-4.20, 2.13, -0.61], [-4.09, 2.34, -1.93], [-4.96, 3.28, -2.45], [-3.27, 1.76, -2.78], [-2.41, 0.85, -2.21], [-2.46, 0.54, -0.89], [-1.43, 0.21, -2.98], [-1.52, 0.14, -4.40], [-0.61, -0.58, -5.11], [0.43, -1.26, -4.42], [0.49, -1.13, -3.05], [-0.37, -0.40, -2.32], [-3.78, 1.62, 1.76], [-2.63, 0.37, 1.55], [-5.29, 3.94, -1.77], [-4.66, 3.67, -3.33], [-2.34, 0.66, -4.88], [-0.69, -0.65, -6.19], [1.16, -1.87, -4.93], [1.28, -1.62, -2.50], [3.43, -6.77, -1.95], [2.34, -5.57, -1.32], [2.62, -4.91, -0.13], [4.09, -5.27, 0.72], [1.74, -3.97, 0.39], [2.08, -3.17, 1.88], [0.52, -3.60, -0.27], [-0.26, -2.74, 0.22], [0.27, -4.31, -1.49], [-1.16, -3.92, -2.37], [1.15, -5.27, -1.98], [0.77, -6.11, -3.45], [-0.32, 2.66, 0.50], [-0.55, 2.57, 2.25], [-1.01, 3.73, 2.88], [-1.19, 3.82, 4.25], [-0.93, 2.71, 5.05], [-0.51, 1.53, 4.44], [-0.31, 1.42, 3.05], [0.23, -0.16, 2.48], [-1.22, 4.59, 2.26], [-1.53, 4.75, 4.70], [-1.05, 2.75, 6.12], [-0.32, 0.65, 5.04], [-2.97, -3.00, 0.64], [-5.04, -3.06, 1.24], [-5.63, -4.26, 1.65], [-6.96, -4.30, 2.05], [-7.72, -3.13, 2.06], [-7.15, -1.94, 1.64], [-5.82, -1.90, 1.23], [-2.36, -2.81, 2.66], [-2.99, -1.93, 3.52], [-2.54, -1.79, 4.83], [-1.45, -2.52, 5.28], [-0.82, -3.41, 4.42], [-1.28, -3.56, 3.11], [-5.03, -5.16, 1.65], [-7.40, -5.24, 2.36], [-8.75, -3.16, 2.37], [-7.73, -1.02, 1.64], [-5.38, -0.96, 0.90], [-3.83, -1.34, 3.18], [-3.02, -1.07, 5.49], [-1.09, -2.40, 6.30], [0.04, -3.98, 4.75], [-0.77, -4.24, 2.44], [7.44, 0.80, -1.55], [6.74, 1.39, -0.33], [5.34, 0.83, -0.11], [4.47, 1.23, -1.21], [3.24, 0.72, -1.39], [2.68, -0.61, -0.59], [2.41, 1.37, -2.31], [2.71, 2.39, -3.20], [2.37, 2.37, -4.35], [3.37, 3.62, -2.61], [3.15, 3.98, -1.29], [3.73, 5.14, -0.78], [4.52, 5.93, -1.60], [4.71, 5.58, -2.93], [4.13, 4.43, -3.44], [8.46, 1.18, -1.65], [6.90, 1.03, -2.47], [7.48, -0.29, -1.47], [6.67, 2.48, -0.44], [7.32, 1.19, 0.57], [4.92, 1.19, 0.83], [5.36, -0.25, -0.06], [4.70, 2.10, -1.67], [1.61, 0.80, -2.59], [2.51, 3.36, -0.66], [3.54, 5.43, 0.24], [4.97, 6.83, -1.21], [5.32, 6.21, -3.58], [4.25, 4.14, -4.47]]
}

# 4
{
  "formula": "C43H36F2HfN4P2",
  "method": "ωB97M-V/def2-TZVPD",
  "gap_ev": 5.027,
  "e_homo_ev": -12.80,
  "total_charge": 2,
  "fmax_ev_per_a": 3.22,
  "species": ["Hf", "C", "C", "C", "C", "C", "C", "N", "C", "C", "C", "C", "C", "C", "N", "N", "C", "C", "C", "C", "C", "N", "H", "H", "H", "H", "H", "H", "H", "H", "H", "H", "H", "H", "H", "F", "C", "F", "H", "C", "P", "C", "C", "C", "C", "C", "C", "C", "C", "C", "C", "C", "C", "P", "C", "C", "C", "C", "C", "C", "C", "C", "C", "C", "C", "C", "H", "H", "H", "H", "H", "H", "H", "H", "H", "H", "H", "H", "H", "H", "H", "H", "H", "H", "H", "H", "H", "H"],
  "xyz": [[1.71, 0.73, -0.40], [3.69, 3.98, 3.74], [2.37, 3.77, 3.39], [2.00, 2.63, 2.68], [2.97, 1.70, 2.31], [4.30, 1.92, 2.67], [4.66, 3.05, 3.37], [2.62, 0.57, 1.51], [3.27, -0.60, 1.71], [3.83, -1.02, 2.95], [4.48, -2.22, 3.03], [4.66, -3.06, 1.90], [4.14, -2.69, 0.69], [3.43, -1.48, 0.58], [2.92, -0.99, -0.57], [3.10, -1.57, -1.70], [2.55, -0.91, -2.77], [2.83, -1.39, -4.05], [2.38, -0.67, -5.14], [1.62, 0.48, -4.93], [1.34, 0.87, -3.64], [1.79, 0.20, -2.56], [3.97, 4.87, 4.29], [1.61, 4.48, 3.67], [0.96, 2.46, 2.42], [5.06, 1.22, 2.34], [5.70, 3.22, 3.63], [3.70, -0.40, 3.82], [4.88, -2.53, 3.98], [5.21, -3.98, 2.00], [4.26, -3.31, -0.19], [3.43, -2.28, -4.14], [2.60, -1.01, -6.14], [1.26, 1.07, -5.75], [0.74, 1.75, -3.46], [3.36, 2.14, -0.78], [2.13, 2.89, -0.34], [1.44, 2.87, -1.59], [2.47, 3.91, -0.17], [-2.50, -0.23, 0.00], [-0.85, 0.58, 0.15], [-1.32, 2.24, 0.68], [-1.73, 2.64, 1.95], [-2.18, 3.94, 2.16], [-2.25, 4.83, 1.10], [-1.87, 4.43, -0.18], [-1.40, 3.15, -0.38], [-0.15, -0.54, 1.44], [-0.11, -0.39, 2.82], [0.36, -1.42, 3.61], [0.77, -2.62, 3.04], [0.74, -2.78, 1.66], [0.30, -1.74, 0.86], [-3.35, 0.04, -1.65], [-4.97, -0.68, -1.16], [-5.59, -1.70, -1.87], [-6.82, -2.19, -1.44], [-7.44, -1.66, -0.32], [-6.85, -0.60, 0.36], [-5.63, -0.10, -0.07], [-2.54, -1.37, -2.50], [-1.91, -1.13, -3.72], [-1.30, -2.16, -4.42], [-1.30, -3.45, -3.89], [-1.93, -3.70, -2.68], [-2.55, -2.67, -1.99], [-3.08, 0.26, 0.79], [-2.42, -1.29, 0.22], [-1.73, 1.94, 2.78], [-2.48, 4.24, 3.15], [-2.62, 5.83, 1.26], [-1.95, 5.12, -1.01], [-1.12, 2.83, -1.38], [-0.43, 0.53, 3.29], [0.38, -1.31, 4.69], [1.11, -3.44, 3.67], [1.06, -3.72, 1.22], [0.23, -1.88, -0.22], [-5.13, -2.11, -2.75], [-7.29, -2.99, -1.99], [-8.39, -2.05, 0.01], [-7.34, -0.16, 1.21], [-5.20, 0.75, 0.44], [-1.94, -0.13, -4.14], [-0.86, -1.98, -5.38], [-0.84, -4.26, -4.44], [-1.96, -4.71, -2.28], [-3.08, -2.89, -1.07]]
}

# 5
{
  "formula": "C43H36N3O3PPt",
  "method": "ωB97M-V/def2-TZVPD",
  "gap_ev": 7.273,
  "e_homo_ev": -7.23,
  "relative_energy_ev": 0.110,
  "total_charge": 0,
  "fmax_ev_per_a": 0.18,
  "species": ["Pt", "N", "C", "C", "C", "C", "C", "C", "C", "C", "N", "C", "H", "H", "H", "H", "H", "H", "H", "H", "O", "C", "C", "C", "C", "C", "C", "C", "P", "C", "C", "C", "C", "C", "C", "C", "C", "C", "C", "C", "C", "H", "H", "H", "H", "H", "H", "H", "H", "H", "H", "H", "H", "H", "H", "C", "C", "C", "C", "C", "C", "N", "C", "C", "C", "C", "C", "C", "C", "O", "O", "C", "C", "H", "H", "H", "H", "H", "H", "H", "H", "H", "H", "H", "H", "H", "H"],
  "xyz": [[-0.51, 0.67, 0.33], [-2.49, -0.11, -0.06], [-2.73, -1.50, -0.34], [-3.91, -2.08, 0.04], [-4.14, -3.46, -0.15], [-3.17, -4.25, -0.71], [-1.95, -3.67, -1.12], [-0.90, -4.45, -1.68], [0.25, -3.84, -2.05], [0.37, -2.44, -1.88], [-0.57, -1.69, -1.38], [-1.72, -2.29, -0.97], [-3.03, 0.14, 0.77], [-2.79, 0.52, -0.81], [-4.67, -1.48, 0.52], [-5.08, -3.89, 0.17], [-3.33, -5.31, -0.84], [-1.04, -5.52, -1.79], [1.08, -4.40, -2.47], [1.28, -1.94, -2.17], [-2.13, 2.41, -1.20], [-1.09, 2.33, -0.56], [-0.26, 3.58, -0.36], [-0.69, 4.82, -0.83], [0.09, 5.94, -0.58], [1.29, 5.83, 0.12], [1.72, 4.59, 0.57], [0.94, 3.47, 0.33], [1.37, 1.75, 0.74], [2.02, 1.77, 2.42], [3.08, 0.95, 2.81], [3.53, 0.95, 4.12], [2.91, 1.76, 5.06], [1.85, 2.58, 4.69], [1.40, 2.58, 3.37], [2.78, 1.43, -0.36], [2.57, 0.69, -1.51], [3.60, 0.49, -2.41], [4.86, 1.03, -2.16], [5.08, 1.77, -1.01], [4.04, 1.98, -0.11], [-1.62, 4.89, -1.37], [-0.23, 6.91, -0.94], [1.88, 6.71, 0.31], [2.65, 4.51, 1.12], [3.55, 0.30, 2.08], [4.35, 0.30, 4.40], [3.25, 1.76, 6.09], [1.36, 3.21, 5.42], [0.57, 3.21, 3.09], [1.59, 0.27, -1.69], [3.43, -0.09, -3.31], [5.67, 0.87, -2.86], [6.05, 2.19, -0.81], [4.22, 2.55, 0.79], [7.74, -0.34, 2.67], [6.61, -1.14, 3.27], [6.60, -1.38, 4.64], [5.57, -2.11, 5.21], [4.53, -2.60, 4.43], [4.53, -2.37, 3.06], [3.50, -2.78, 2.21], [2.33, -3.43, 2.61], [2.39, -4.62, 3.33], [1.23, -5.30, 3.67], [-0.01, -4.81, 3.29], [-0.07, -3.62, 2.57], [1.08, -2.92, 2.23], [0.94, -1.64, 1.46], [-0.22, -1.10, 1.48], [1.91, -1.17, 0.83], [5.59, -1.65, 2.46], [5.57, -1.45, 0.97], [8.40, 0.03, 3.46], [7.36, 0.53, 2.12], [8.34, -0.93, 1.98], [7.40, -1.00, 5.26], [5.56, -2.29, 6.28], [3.71, -3.12, 4.90], [3.29, -2.12, 1.47], [3.36, -5.03, 3.60], [1.30, -6.23, 4.22], [-0.92, -5.34, 3.55], [-1.03, -3.21, 2.27], [5.41, -2.41, 0.47], [6.51, -1.03, 0.60], [4.77, -0.79, 0.64]]
}